Version A
This record from OMol25 describes 13 unconnected molecules or ions with the total composition H26O13. The level of theory is wB97M-V/def2-TZVPD.

```
39
H26O13 (wB97M-V/def2-TZVPD)
O 0.297 -0.248 -2.627
H 0.747 0.585 -2.380
H 0.770 -0.699 -3.340
O 0.672 -2.792 0.622
H 1.069 -2.227 -0.002
H 0.114 -3.340 0.104
O -2.304 0.228 -0.690
H -2.887 0.553 -0.010
H -2.132 1.036 -1.215
O -0.370 -2.549 3.735
H -0.108 -2.169 4.563
H -0.592 -1.753 3.222
O 0.070 0.387 0.310
H -0.800 0.283 -0.048
H 0.052 -0.150 1.108
O 1.570 1.999 -1.627
H 2.163 2.623 -2.030
H 0.696 2.422 -1.779
O 3.292 1.291 0.605
H 3.002 0.918 1.433
H 2.624 1.010 -0.042
O -1.172 2.675 -1.578
H -1.820 3.009 -0.987
H -1.641 2.874 -2.399
O 0.877 3.190 1.033
H 0.803 2.599 0.302
H 1.466 2.671 1.668
O -0.296 0.185 3.191
H 0.603 0.142 2.920
H -0.596 1.000 2.710
O -2.295 -2.226 -2.107
H -2.220 -1.311 -1.889
H -2.872 -2.665 -1.447
O -1.736 -1.599 1.248
H -1.053 -2.179 0.949
H -2.016 -1.197 0.406
O 2.239 -1.364 -1.054
H 1.520 -0.939 -1.530
H 2.261 -2.271 -1.356
```

Results
net charge: 0
HOMO-LUMO gap: 0.3511 Eh

Mulliken population analysis, charges in e, atoms 1 to 8:
1 O -0.69
2 H 0.43
3 H 0.28
4 O -0.69
5 H 0.38
6 H 0.31
7 O -0.69
8 H 0.30

=====

Version B
This record from OMol25 describes 13 unconnected molecules or ions with the total composition H26O13. The level of theory is wB97M-V/def2-TZVPD.

```
39
H26O13 (wB97M-V/def2-TZVPD)
H -1.161 0.740 0.377
H 0.188 0.075 0.595
H 2.587 0.900 2.693
H 3.594 0.167 1.823
H 3.945 -0.847 -1.618
H 3.357 -0.072 -2.786
H -2.865 2.357 -1.056
H -3.878 1.494 -0.323
H -3.708 -2.432 0.607
H -2.321 -1.868 0.867
H 2.245 2.989 0.972
H 3.386 3.695 1.686
H -5.336 -1.394 -0.307
H -5.288 0.118 -0.170
H -1.316 -1.361 -0.593
H -0.728 -2.348 -1.588
H 1.226 1.644 -1.784
H 0.449 1.238 -3.025
H 0.319 -2.887 0.151
H 1.071 -4.208 0.125
H -0.555 0.497 3.443
H -1.444 1.596 2.887
H -0.647 3.327 -0.886
H 0.336 3.281 -2.045
H 2.983 -2.440 0.847
H 3.782 -3.427 0.012
O -0.549 0.113 -0.025
O 3.060 0.064 2.619
O 3.496 -0.969 -2.462
O -2.940 1.715 -0.341
O -2.813 -2.697 0.845
O 2.546 3.863 1.245
O -5.861 -0.641 -0.015
O -1.291 -1.567 -1.534
O 1.000 0.877 -2.321
O 1.103 -3.308 -0.219
O -1.224 0.665 2.771
O -0.551 3.577 -1.812
O 3.803 -2.524 0.347
```

Results
net charge: 0
HOMO-LUMO gap: 0.3476 Eh

Mulliken population analysis, charges in e, atoms 1 to 8:
1 H 0.24
2 H 0.26
3 H 0.28
4 H 0.32
5 H 0.29
6 H 0.28
7 H 0.29
8 H 0.26

=====

Version C
This record from OMol25 describes 13 unconnected molecules or ions with the total composition H26O13. The level of theory is wB97M-V/def2-TZVPD.

```
39
H26O13 (wB97M-V/def2-TZVPD)
O 2.005 0.487 -3.065
H 2.536 0.855 -3.787
H 2.358 0.935 -2.356
O -1.224 -1.659 -1.596
H -1.995 -1.907 -2.146
H -0.631 -2.297 -1.765
O -2.861 -1.985 0.585
H -2.317 -1.690 1.315
H -2.543 -1.614 -0.279
O -2.297 2.655 1.093
H -2.549 2.283 0.297
H -2.793 3.375 1.355
O 2.017 -1.259 1.808
H 2.635 -1.835 1.595
H 2.113 -0.962 2.884
O -0.034 -2.867 0.967
H 0.217 -3.736 0.709
H 0.516 -2.444 1.405
O 1.674 -1.333 -0.490
H 1.387 -1.972 0.150
H 2.409 -1.739 -0.760
O -0.565 1.429 -2.643
H 0.456 1.205 -2.679
H -0.658 2.395 -2.928
O -0.424 -0.128 3.086
H -0.643 -0.375 2.200
H -0.915 0.627 3.242
O 0.524 3.037 0.760
H -0.420 3.116 0.751
H 0.354 2.123 0.530
O -2.466 0.896 -1.068
H -3.317 0.902 -1.424
H -1.821 0.955 -1.818
O 3.084 0.845 1.329
H 3.979 0.712 1.836
H 2.423 0.106 1.406
O -0.049 0.486 0.214
H 0.597 -0.095 -0.371
H -0.763 0.473 -0.343
```

Results
net charge: 0
HOMO-LUMO gap: 0.3292 Eh

Mulliken population analysis, charges in e, atoms 1 to 8:
1 O -0.65
2 H 0.29
3 H 0.34
4 O -0.45
5 H 0.30
6 H 0.16
7 O -0.67
8 H 0.28

=====

Version D
This record from OMol25 describes a molecular structure, H26O13. The level of theory is wB97M-V/def2-TZVPD.

```
39
H26O13 (wB97M-V/def2-TZVPD)
H -0.134 0.955 0.709
H 0.912 -0.120 0.804
H -3.973 0.777 -1.682
H -2.992 -0.438 -1.602
H -2.901 2.618 1.868
H -3.301 1.554 2.973
H 3.130 -3.030 -2.617
H 2.069 -3.322 -1.573
H -0.070 -0.630 2.014
H -0.715 -1.544 2.863
H -1.198 4.543 -1.071
H -0.678 3.107 -1.175
H 3.085 -2.833 1.257
H 2.865 -4.251 1.716
H 4.079 0.588 -2.821
H 2.643 0.352 -2.284
H 2.897 -1.027 3.335
H 3.995 -1.975 3.764
H 0.608 1.735 -3.591
H 0.267 1.316 -5.045
H -1.378 3.719 3.424
H -0.538 2.703 2.618
H -0.745 1.059 -2.096
H -0.924 -0.237 -2.893
H -2.670 -2.771 0.846
H -4.182 -3.280 1.055
O 0.171 0.149 0.273
O -3.475 0.102 -2.172
O -2.583 2.056 2.614
O 2.246 -2.777 -2.328
O -0.412 -0.700 2.934
O -0.871 3.881 -1.697
O 2.556 -3.353 1.815
O 3.561 0.548 -2.005
O 3.240 -1.916 3.201
O 0.325 1.016 -4.184
O -0.492 3.400 3.180
O -0.799 0.730 -2.923
O -3.615 -2.702 0.499
```

Results
net charge: 0
HOMO-LUMO gap: 0.2646 Eh

Mulliken population analysis, charges in e, atoms 1 to 8:
1 H 0.33
2 H 0.34
3 H 0.28
4 H 0.28
5 H 0.33
6 H 0.27
7 H 0.30
8 H 0.30

=====

version A is the most stable structure; the next one sits 0.0472 hartree above it.

=====

Version A
This record from OMol25 describes 13 unconnected molecules or ions with the total composition H26O13. The level of theory is wB97M-V/def2-TZVPD.

```
39
H26O13 (wB97M-V/def2-TZVPD)
H -0.555 1.203 0.072
H 0.550 0.589 -0.772
H 4.785 -1.466 2.127
H 3.409 -1.166 1.553
H -1.425 4.749 1.419
H -2.551 4.721 0.398
H -1.959 1.996 -0.612
H -2.320 2.141 -2.082
H 3.139 1.493 -1.821
H 3.116 0.213 -2.641
H 0.066 2.611 -1.683
H 0.922 3.385 -0.694
H 1.393 1.545 2.358
H -0.006 1.134 2.786
H 0.698 -2.818 1.092
H 0.869 -2.461 -0.375
H 3.670 -1.007 -0.198
H 4.434 -0.174 0.818
H -1.599 -0.622 -0.577
H -3.070 -0.580 -0.194
H 1.014 -3.541 -1.836
H 0.513 -2.159 -2.223
H -3.587 -2.737 1.690
H -2.559 -1.867 2.395
H -5.106 -2.789 -0.026
H -3.897 -2.100 -0.638
O -0.410 0.634 -0.692
O 3.901 -1.178 2.382
O -1.928 4.147 0.858
O -2.141 2.659 -1.288
O 3.689 0.949 -2.396
O 0.141 2.822 -0.746
O 0.834 1.450 3.137
O 0.442 -3.099 0.207
O 4.379 -0.359 -0.126
O -2.441 -0.232 -0.837
O 0.468 -3.085 -2.487
O -2.723 -2.327 1.564
O -4.155 -2.679 0.088
```

Results
net charge: 0
HOMO-LUMO gap: 0.3480 Eh

Mulliken population analysis, charges in e, atoms 1 to 8:
1 H 0.31
2 H 0.21
3 H 0.34
4 H 0.24
5 H 0.29
6 H 0.29
7 H 0.31
8 H 0.29

=====

Version B
This record from OMol25 describes 13 unconnected molecules or ions with the total composition H26O13. The level of theory is wB97M-V/def2-TZVPD.

```
39
H26O13 (wB97M-V/def2-TZVPD)
O 21.392 16.208 9.774
H 21.550 15.649 9.005
H 21.054 17.003 9.330
O 23.284 21.391 9.208
H 23.769 21.068 9.921
H 22.410 21.132 9.444
O 23.742 17.949 9.972
H 23.007 18.206 9.400
H 23.705 17.007 10.021
O 17.349 19.010 9.670
H 16.782 18.856 8.935
H 17.229 19.913 9.929
O 15.946 16.347 10.065
H 16.910 16.402 10.197
H 16.091 16.422 9.073
O 16.068 18.479 12.110
H 16.746 18.454 11.385
H 16.089 17.576 12.427
O 19.707 16.927 7.284
H 19.805 17.553 7.971
H 19.366 16.151 7.699
O 21.439 19.924 11.343
H 21.214 20.802 11.169
H 22.247 19.795 11.865
O 19.238 20.861 8.484
H 18.325 21.009 8.239
H 19.252 19.926 8.801
O 18.820 19.508 12.602
H 19.745 19.698 12.511
H 18.719 18.694 13.033
O 21.468 16.937 12.421
H 21.623 16.167 12.966
H 21.555 16.710 11.492
O 18.582 16.418 10.704
H 19.341 16.002 11.056
H 18.560 15.978 9.869
O 19.980 18.540 9.684
H 19.235 18.136 10.153
H 20.613 18.920 10.355
```

Results
net charge: 0
HOMO-LUMO gap: 0.3645 Eh

Mulliken population analysis, charges in e, atoms 1 to 8:
1 O -0.70
2 H 0.39
3 H 0.21
4 O -0.60
5 H 0.31
6 H 0.30
7 O -0.60
8 H 0.33

=====

version B is the most stable structure; the next one sits 0.1346 hartree above it.